(1)
The following is a DFT calculation (wB97M-V/def2-TZVPD) of a cluster of 13 separate species, C21H68N6O13 in total at a distorted geometry.

Geometry as XYZ:
```
108
C21H68N6O13 (wB97M-V/def2-TZVPD)
C 3.183 3.509 3.724
C 2.134 2.415 4.040
O 2.087 1.454 3.010
H 3.179 4.308 4.472
H 2.974 3.926 2.718
H 4.247 3.149 3.751
H 1.134 2.854 4.036
H 2.353 2.030 5.060
H 1.354 0.856 3.243
C 1.503 -3.466 -1.560
C 2.714 -2.620 -1.232
O 2.531 -2.200 0.132
H 0.589 -2.962 -1.281
H 1.431 -4.398 -0.990
H 1.408 -3.726 -2.597
H 2.724 -1.779 -1.912
H 3.640 -3.131 -1.398
H 3.074 -1.397 0.326
C -2.971 -0.345 1.893
C -2.934 1.116 2.312
O -3.658 1.913 1.464
H -2.301 -1.022 2.436
H -2.664 -0.389 0.922
H -3.987 -0.808 1.994
H -1.926 1.391 2.227
H -3.272 1.202 3.365
H -3.875 2.773 1.929
C -3.101 -3.999 0.680
C -1.755 -4.287 -0.128
O -1.940 -5.176 -1.224
H -3.383 -4.962 1.195
H -3.967 -3.601 0.133
H -2.907 -3.176 1.454
H -1.021 -4.591 0.687
H -1.446 -3.358 -0.512
H -1.082 -5.425 -1.516
C 2.135 -0.309 -4.372
C 1.590 0.867 -5.151
O 0.220 0.873 -5.081
H 3.186 -0.497 -4.513
H 1.604 -1.117 -4.810
H 1.928 -0.187 -3.272
H 1.729 0.781 -6.214
H 2.055 1.836 -4.832
H -0.066 1.598 -5.670
C 0.206 4.883 1.904
C -1.143 4.359 1.343
O -2.160 5.293 1.588
H 0.590 5.686 1.167
H 0.869 4.037 1.844
H 0.047 5.212 2.970
H -1.429 3.402 1.779
H -0.939 4.195 0.278
H -2.851 4.957 2.177
C -0.684 -3.792 3.495
C 0.592 -3.560 2.771
O 0.333 -2.550 1.845
H -1.440 -4.184 2.818
H -1.006 -2.855 3.867
H -0.536 -4.471 4.278
H 0.796 -4.584 2.336
H 1.404 -3.300 3.491
H 1.087 -2.427 1.263
C -1.213 -1.990 -3.576
C -1.194 -2.789 -4.863
O -2.182 -3.774 -4.621
H -2.247 -1.799 -3.285
H -0.587 -1.104 -3.519
H -0.841 -2.580 -2.740
H -0.219 -3.163 -5.068
H -1.494 -2.166 -5.679
H -2.991 -3.327 -4.414
C 3.321 1.176 -0.204
O 3.903 0.126 0.445
N 2.490 1.989 0.380
N 3.537 1.368 -1.422
H 2.401 1.873 1.427
H 2.012 2.726 -0.131
H 4.133 0.654 -1.890
H 3.149 2.053 -1.985
C -0.242 -0.168 4.575
O 0.157 -1.338 5.267
N -0.079 -0.124 3.267
N -0.930 0.790 5.102
H 0.261 -1.028 2.889
H -0.532 0.512 2.637
H -1.002 0.773 6.143
H -1.181 1.671 4.719
C 1.025 3.272 -2.351
O 1.285 3.797 -1.118
N 0.411 2.133 -2.454
N 1.299 3.917 -3.450
H 0.272 1.600 -1.604
H 0.465 1.666 -3.351
H 1.439 4.952 -3.201
H 1.015 3.697 -4.412
C 0.183 -0.074 -0.441
O -0.082 1.266 0.085
H 0.461 -0.669 0.438
H 1.030 -0.057 -1.166
H -0.700 -0.488 -0.924
H 0.748 1.664 0.421
C -3.131 0.238 -1.925
O -3.908 1.173 -1.272
H -3.022 -0.689 -1.333
H -2.130 0.534 -2.305
H -3.653 -0.025 -2.837
H -3.570 1.457 -0.401
```

Output
**LUMO energy**: -0.3 eV
**HOMO energy**: -9.2983 eV
**Net charge**: 0
**Largest force on an atom**: 8.7 eV Å⁻¹
**E**: -58434.273 eV
**Energy above the lowest of the compared OMol25 structures with the same formula, charge and spin**: 309.2 kJ/mol
**HOMO-LUMO gap**: 9.030 eV


(2)
The following is a DFT calculation (wB97M-V/def2-TZVPD) of an isolated molecule of C18H15N5O2S2 at a distorted geometry.

Geometry as XYZ:
```
42
C18H15N5O2S2 (wB97M-V/def2-TZVPD)
C -4.721 2.874 1.034
C -3.634 2.010 0.448
C -3.766 1.558 -0.824
S -2.404 0.598 -1.334
C -1.815 0.851 0.322
C -0.628 0.255 0.924
N -0.427 0.139 2.284
C 0.701 -0.579 2.522
C 1.083 -1.039 3.911
N 1.111 -2.488 4.032
C 2.238 -3.238 3.510
C 1.723 -4.661 3.471
O 0.290 -4.619 3.715
C -0.001 -3.302 4.014
O -1.100 -2.822 4.223
N 1.301 -0.871 1.410
C 0.502 -0.368 0.392
C 0.818 -0.648 -0.992
C 0.915 -1.996 -1.407
C 1.277 -2.325 -2.723
C 1.402 -1.280 -3.664
N 1.756 -1.492 -4.974
C 1.826 -0.339 -5.599
S 1.375 1.107 -4.681
C 1.217 0.043 -3.304
C 0.937 0.364 -1.968
N -2.514 1.604 1.119
H -5.553 2.223 1.432
H -5.126 3.541 0.290
H -4.312 3.489 1.816
H -4.591 1.794 -1.472
H -1.048 0.498 2.985
H 2.065 -0.681 4.175
H 0.356 -0.623 4.639
H 2.544 -2.934 2.479
H 3.121 -3.184 4.144
H 2.183 -5.227 4.256
H 1.946 -5.145 2.480
H 0.791 -2.819 -0.739
H 1.390 -3.372 -2.997
H 2.069 -0.333 -6.655
H 0.813 1.415 -1.684
```

Output
**LUMO energy**: 0.2 eV
**HOMO energy**: -7.9952 eV
**Net charge**: 0
**Largest force on an atom**: 2.3 eV Å⁻¹
**E**: -52126.346 eV
**Energy above the lowest of the compared OMol25 structures with the same formula, charge and spin**: 65.1 kJ/mol
**HOMO-LUMO gap**: 8.215 eV


(3)
The following is a DFT calculation (wB97M-V/def2-TZVPD) of a structure of composition CNO3S2 at a distorted geometry.

Geometry as XYZ:
```
7
CNO3S2 (wB97M-V/def2-TZVPD)
C -1.548 0.393 0.012
N -2.506 -0.181 0.239
O 0.222 -1.474 -0.354
O 1.265 -0.145 1.440
O -0.648 1.219 -0.218
S 2.250 0.480 -1.164
S 0.965 -0.292 0.044
```

Output
**LUMO energy**: 3.0 eV
**HOMO energy**: -5.5329 eV
**Net charge**: -1
**Largest force on an atom**: 3.3 eV Å⁻¹
**E**: -30340.700 eV
**Energy above the lowest of the compared OMol25 structures with the same formula, charge and spin**: 84.8 kJ/mol
**HOMO-LUMO gap**: 8.572 eV


(4)
The following is a DFT calculation (wB97M-V/def2-TZVPD) of a structure of composition C4H7N3 at a distorted geometry.

Geometry as XYZ:
```
14
C4H7N3 (wB97M-V/def2-TZVPD)
C 0.369 -1.063 -1.587
C -0.674 -0.096 -1.034
N -0.108 0.850 -0.085
C 0.055 0.663 1.208
N 0.065 1.857 1.769
C 0.196 -0.616 1.873
N 0.341 -1.646 2.380
H 0.788 -1.687 -0.789
H 1.188 -0.514 -2.061
H -0.089 -1.723 -2.332
H -1.505 -0.655 -0.580
H -1.096 0.503 -1.845
H -0.070 2.093 0.436
H 0.540 2.034 2.645
```

Output
**LUMO energy**: 0.2 eV
**HOMO energy**: -9.2929 eV
**Net charge**: 0
**Largest force on an atom**: 1.2 eV Å⁻¹
**E**: -8729.147 eV
**Energy above the lowest of the compared OMol25 structures with the same formula, charge and spin**: 244.3 kJ/mol
**HOMO-LUMO gap**: 9.518 eV


(5)
The following is a DFT calculation (wB97M-V/def2-TZVPD) of an isolated molecule of C4H8N2O.

Geometry as XYZ:
```
15
C4H8N2O (wB97M-V/def2-TZVPD)
N 0.226 1.509 -1.557
C 0.370 1.838 -0.247
O 0.691 2.941 0.153
C 0.139 0.677 0.723
N -0.482 -0.457 0.059
C -0.836 -1.639 0.807
C 0.280 -1.669 -0.171
H 0.230 2.256 -2.234
H -0.266 0.652 -1.762
H 1.107 0.440 1.194
H -0.516 1.055 1.515
H -0.568 -1.690 1.861
H -1.810 -2.059 0.565
H 1.287 -1.729 0.243
H 0.148 -2.125 -1.150
```

Output
**LUMO energy**: 1.0 eV
**HOMO energy**: -9.3889 eV
**Net charge**: 0
**Largest force on an atom**: 0.3 eV Å⁻¹
**E**: -9304.715 eV
**Energy above the lowest of the compared OMol25 structures with the same formula, charge and spin**: 162.0 kJ/mol
**HOMO-LUMO gap**: 10.390 eV


(6)
The following is a DFT calculation (wB97M-V/def2-TZVPD) of a cluster of 3 separate species, C7H12 in total at a distorted geometry.

Geometry as XYZ:
```
19
C7H12 (wB97M-V/def2-TZVPD)
C -0.103 -2.410 0.385
C 0.433 -1.059 0.108
C -0.357 0.114 0.607
C 0.363 1.436 0.999
C -0.218 2.146 -0.249
C 0.322 1.337 -1.361
C -0.912 0.857 -0.581
H 0.438 -3.199 -0.157
H -1.178 -2.395 0.175
H 0.010 -2.595 1.461
H 1.524 -1.068 0.175
H 0.265 -1.191 -1.340
H -1.082 -0.160 1.391
H 1.456 1.407 1.094
H -0.088 1.837 1.913
H -0.616 3.148 -0.252
H 0.290 -0.024 -2.305
H 1.312 0.905 -1.210
H -1.878 0.734 -1.080
```

Output
**LUMO energy (spin up / spin down)**: -0.2 / -0.2 eV
**HOMO energy (spin up / spin down)**: -8.1467 / -8.1498 eV
**Net charge**: 0
**Largest force on an atom**: 4.6 eV Å⁻¹
**E**: -7445.636 eV
**Energy above the lowest of the compared OMol25 structures with the same formula, charge and spin**: 752.1 kJ/mol
**HOMO-LUMO gap (spin up / spin down)**: 7.979 / 7.983 eV


(7)
The following is a DFT calculation (wB97M-V/def2-TZVPD) of a structure of composition C6H10N2O2P2 at a distorted geometry.

Geometry as XYZ:
```
22
C6H10N2O2P2 (wB97M-V/def2-TZVPD)
C -0.902 0.338 0.925
C 0.341 0.595 0.467
C 0.299 -0.259 -1.685
C -1.590 1.214 1.807
C 1.205 1.709 0.929
C 0.869 -1.196 -2.683
N -1.573 -0.746 0.446
N 0.940 -0.251 -0.538
O -3.015 0.826 1.861
O -1.284 2.133 2.484
P -3.063 -0.495 0.911
P 2.325 -1.175 0.095
H 1.420 2.260 -0.027
H 0.895 2.295 1.776
H 2.312 1.244 1.084
H 1.936 -1.258 -2.534
H 0.229 -2.039 -2.724
H 0.529 -0.549 -3.558
H -3.563 -1.529 1.870
H -4.027 -0.051 0.132
H 3.416 -0.557 -0.721
H 2.300 -2.510 -0.317
```

Output
**LUMO energy**: 0.3 eV
**HOMO energy**: -7.7752 eV
**Net charge**: 0
**Largest force on an atom**: 4.1 eV Å⁻¹
**E**: -32031.778 eV
**Energy above the lowest of the compared OMol25 structures with the same formula, charge and spin**: 325.6 kJ/mol
**HOMO-LUMO gap**: 8.120 eV


(8)
The following is a DFT calculation (wB97M-V/def2-TZVPD) of an isolated molecule of C2H3N3O at a distorted geometry.

Geometry as XYZ:
```
9
C2H3N3O (wB97M-V/def2-TZVPD)
O -2.204 -0.047 -0.348
C -0.884 -0.331 -0.041
N -0.348 -1.394 0.327
N 2.334 -0.045 -0.108
N 1.210 0.370 -0.086
C 0.030 0.835 -0.156
H -2.613 -0.919 -0.209
H 2.562 -0.393 0.840
H -0.086 1.925 -0.218
```

Output
**LUMO energy (spin up / spin down)**: -1.2 / -1.2 eV
**HOMO energy (spin up / spin down)**: -7.5292 / -7.5287 eV
**Net charge**: 0
**Largest force on an atom**: 1.0 eV Å⁻¹
**E**: -8634.673 eV
**Energy above the lowest of the compared OMol25 structures with the same formula, charge and spin**: 561.7 kJ/mol
**HOMO-LUMO gap (spin up / spin down)**: 6.305 / 6.305 eV